Record 1
The following is a DFT calculation (ωB97M-V with the def2-TZVPD basis set) of a molecular structure, C41H53BrN2S4Tl.

XYZ file:
```
102
Properties=species:S:1:pos:R:3
H -4.19610 1.73252 2.03636
C 0.78278 0.22672 2.61049
C -2.47779 3.38295 1.04958
C 1.40091 1.31350 1.79580
C -4.48481 -1.24660 -1.35463
H 1.30810 -1.98306 5.19186
H 4.05443 2.88048 -2.99527
C 2.82643 -1.80719 -2.81245
H -5.27375 -1.96512 -1.17461
H -2.03280 -2.02990 2.65565
C -0.76400 1.88366 2.20660
C 0.24386 2.95359 -3.35200
C -3.29502 -1.32753 -0.63291
H -1.93995 -2.48074 -3.91822
H 2.55106 -1.71369 1.68858
C -1.28035 1.41035 -2.22415
C -2.29027 -0.42446 -0.88681
C 1.95941 -2.01521 2.55407
H -0.28321 -6.17627 0.77006
S -1.47628 2.74027 -3.34759
C -0.92841 -2.49173 -4.32765
C -1.21129 -5.29216 2.49853
H -3.75150 1.42721 -3.29553
H -1.99293 4.35006 1.14955
C -0.62717 -4.06393 0.55187
H 2.62063 0.81395 4.41898
H -0.91960 -1.91779 -5.25523
H 0.96042 3.71977 -0.86219
H -2.17220 2.57176 4.41152
C 2.54224 3.78355 1.25626
Tl -0.00816 -0.59312 0.05226
C 1.00407 3.76699 1.29479
C -0.53465 0.63368 2.80594
H -0.21215 -3.99379 -0.44765
C 1.55301 -0.79729 3.40040
H 1.69816 -1.97727 -4.68420
H -0.46906 4.99535 2.34225
S -0.00087 -1.58329 -3.05804
C 2.22748 1.97373 -2.38098
C -3.62888 0.65536 -2.54577
H 1.15328 5.65904 2.34249
C -3.20072 1.31714 2.19128
C -1.64127 -2.97013 2.28208
H 3.28683 -0.91671 -2.38685
H 0.45116 -0.44130 5.23984
H 2.27206 -5.15532 -1.18638
C -1.72551 -4.12344 3.04147
C 0.99678 3.88663 -4.05228
C -2.41533 0.56474 -1.84864
H -1.25921 0.10752 3.40149
H 2.09278 -4.09174 -4.05639
C 0.83698 2.00489 -2.50281
N -0.05780 1.18180 -1.86475
C -2.16586 2.45971 2.23166
H -0.53038 4.35591 -0.17887
H 0.51267 4.61778 -4.68471
H 2.44476 1.31714 1.53752
C -0.46144 -3.92547 -4.58792
Br -1.25319 -6.89585 3.49657
H -0.18388 -1.78441 4.27591
C 1.67452 -1.39944 -3.76206
C -4.64706 -0.24742 -2.30478
H -2.17318 -4.11210 4.02431
C 2.60167 -4.50634 -1.99823
C 0.51845 2.35669 1.65318
H 2.96379 3.44055 2.20224
H -3.40014 3.57359 3.61898
H -2.17354 2.91387 0.11258
H 0.92977 5.33681 -0.17594
C 2.37124 3.84181 -3.91408
H 2.68742 1.24736 -1.72206
H 3.67069 -4.65825 -2.15479
H -3.17577 -2.09904 0.11517
H 3.59437 -2.36230 -3.35095
H 2.92987 3.16397 0.44598
C -2.36968 3.22145 3.55849
H 2.98234 4.54589 -4.46045
H 2.14633 -5.80696 -3.63258
H 3.33286 -0.79133 4.63195
S 2.39462 -2.81054 -1.35150
H -1.71094 4.08236 3.63159
H -1.26991 -4.49280 -5.04817
C 2.97695 2.88951 -3.08904
H -3.55197 3.56093 1.00138
H 1.08163 -2.55632 2.20256
C 0.58340 4.73267 2.41534
H 2.88669 4.80180 1.08058
C 0.54766 4.32082 -0.06028
H -3.23012 0.75291 3.12315
H -2.98676 0.63431 1.36992
C -0.66626 -5.27451 1.22466
S 0.02978 -4.83459 -3.08376
H 0.77270 4.28895 3.39394
H 0.39373 -3.94714 -5.26089
H 2.55988 -2.69630 3.15928
C 0.72666 -1.27847 4.59757
C 1.85318 -4.81681 -3.28193
C 2.84204 -0.12985 3.91872
N -1.08736 -2.92807 1.07183
H -5.56601 -0.17959 -2.87127
H 1.78189 -0.34427 -4.01167
H 3.54002 0.06292 3.10478
```

Properties
Orbital gap: 0.19975 Eh
Total charge: +1
ΔE to the lowest compared entry with this formula, charge and spin: 201.6 kJ/mol
HOMO: -10.071 eV
Lowest unoccupied orbital energy: -4.64 eV


Record 2
The following is a DFT calculation (ωB97M-V with the def2-TZVPD basis set) of a single C8H11N4O2PS molecule.

XYZ file:
```
27
Properties=species:S:1:pos:R:3
H -0.16061 3.02212 1.11960
P -2.62045 0.77495 0.70353
C 0.66310 -2.30102 -0.28046
N 3.39876 -1.94510 -0.94660
H -0.07773 3.08209 -0.85160
H -0.30654 -4.34262 -0.68073
C 2.00738 -1.40417 -0.55975
C 0.75576 -3.96719 -0.36434
N 3.23723 0.74130 -0.73545
H -3.87363 -0.54392 1.96015
H 2.31525 2.65806 0.93165
N 1.80966 3.30740 0.25636
S 4.42564 -0.50090 -1.12792
C 0.46155 1.02893 -0.01918
C -0.88716 0.12954 0.22578
H 2.31103 3.26402 -0.66814
H -3.24426 2.92674 0.28136
N -3.00992 0.02388 2.11909
C -0.73951 -1.52853 0.07936
C 0.41891 2.65991 0.14119
O -2.71260 2.48573 1.01523
H 1.00807 -4.40847 0.71554
H -3.19891 0.58658 -1.43439
H -1.70147 -2.19961 0.24408
C 1.84575 0.24137 -0.41689
H 1.61611 -4.22004 -1.11713
O -3.74142 0.42892 -0.59033
```

Properties
Orbital gap: 0.24666 Eh
HOMO: -8.589 eV
Lowest unoccupied orbital energy: -1.88 eV
SMILES: Cc1cc(P(=N)(O)O)c(CN)c2nsnc12


Record 3
The following is a DFT calculation (ωB97M-V with the def2-TZVPD basis set) of a molecular structure, C4H2ClF5O2SbSe4Ti.

XYZ file:
```
20
Properties=species:S:1:pos:R:3
F 0.44127 -0.70225 3.11627
Se -1.06688 -0.57685 -2.08048
C -0.85505 -1.51811 1.31617
Sb -3.53164 0.10113 -1.91644
F -1.91716 -2.34349 1.12180
O -0.20080 1.76072 1.51293
Ti -0.94889 0.27620 0.11923
F -1.70965 -0.74023 3.37959
H 1.73272 3.25653 2.12505
Se -3.85091 1.97630 -3.35185
Cl 3.38839 2.80305 0.50118
Se -3.12031 1.11456 0.40499
O 0.95312 1.17013 -0.23946
H 1.33256 3.94582 0.54040
Se -4.93716 -1.80972 -1.75933
F 0.27394 -2.18967 0.87672
C -0.67470 -1.38916 2.83232
C 1.72738 3.07114 1.05628
C 0.79508 1.92104 0.75830
F -0.57915 -2.58257 3.43503
```

Properties
Orbital gap: 0.23768 Eh
Total charge: -1
ΔE to the lowest compared entry with this formula, charge and spin: 6.2 kJ/mol
HOMO: -5.015 eV
Lowest unoccupied orbital energy: 1.45 eV


Record 4
The following is a DFT calculation (ωB97M-V with the def2-TZVPD basis set) of 8 unconnected molecules or ions with the total composition C44H100N4O12.

XYZ file:
```
160
Properties=species:S:1:pos:R:3
H -17.28002 -8.62162 4.10379
H -24.44751 -7.86862 4.68288
H -16.87201 -9.07431 1.71311
C -23.19910 -8.04288 -2.62091
H -18.70851 -0.15407 7.47506
C -21.30960 -1.40401 9.48569
H -13.88965 -5.40523 1.49679
O -20.35405 -1.50318 -2.51771
C -15.32401 -5.70876 9.02857
H -21.52276 -9.50491 -0.50446
N -14.05914 -5.71563 8.23282
H -17.08110 -0.57309 -0.47828
C -22.60253 -0.57295 -0.73327
H -24.21345 -7.85524 -2.26879
H -19.19156 -4.37082 3.24998
H -17.69732 -4.90765 0.05255
H -23.47506 -0.94957 9.39704
H -20.01677 -2.34050 -2.84442
C -18.76488 -6.16642 1.44434
H -14.43286 -6.76180 3.18794
H -22.56167 0.36235 10.19113
H -17.53246 -7.47731 0.10647
H -22.21172 0.18133 7.19191
C -22.56599 -3.00662 -1.04430
C -15.54232 -7.17862 9.64823
C -21.74956 -1.70005 -0.43887
H -20.36559 -7.56292 -2.65335
O -23.28788 -9.45685 4.54960
H -11.31788 -5.39886 8.74478
H -21.81681 -1.93751 5.60203
H -22.22532 -0.17803 -1.67659
H -20.21634 1.31149 -0.14121
H -21.09191 -7.80828 2.56191
C -17.27289 -5.97403 4.55550
H -14.45941 -2.76015 10.69774
H -18.19852 -1.54754 6.53885
H -14.00727 -4.56192 5.97917
H -15.22272 -2.67685 9.11766
H -22.40254 -7.21097 -0.76330
H -22.29456 -6.91094 3.89637
C -22.62426 -0.71484 10.03668
H -17.74788 -2.27231 -0.60584
O -21.80928 -10.26292 0.01025
H -11.74178 -6.83226 0.34140
H -22.91381 -9.09128 -2.70792
H -22.38866 0.33524 -0.16976
H -21.27101 0.02372 1.64343
O -21.46859 0.16747 7.79950
H -11.73275 -5.99087 7.23573
C -18.23174 -7.56586 0.93789
C -17.96016 -8.16745 3.38320
C -13.20264 -3.60016 9.22529
C -15.12841 -4.70713 10.16939
H -23.61853 -0.96213 -0.66712
C -21.52489 -2.87813 9.67528
H -17.60737 -5.41821 5.43145
C -18.81429 -1.23495 7.38218
H -17.49560 -5.76259 8.46318
C -14.62446 -3.31109 9.77182
C -11.79035 -5.07162 7.81862
C -20.10544 -0.98947 10.33340
H -22.95677 -1.24079 10.93162
O -12.12338 -6.15650 0.90650
H -22.93684 -2.86258 -2.05910
H -14.08767 -6.77493 0.38068
C -19.49536 -7.23115 5.06173
H -13.89531 -9.03175 3.23701
H -14.58429 -7.62233 9.91914
H -19.91810 -10.82588 -0.21001
C -19.48694 0.74426 -0.71943
N -19.17220 -6.14020 2.91004
H -24.60334 -8.67303 3.15788
C -20.84462 -12.05476 1.34217
O -13.97155 -6.83296 7.40531
H -21.30110 -10.37596 2.33107
C -20.23497 -1.83013 7.14864
H -19.51426 -3.85593 9.53237
H -24.09195 -7.77444 -4.22350
H -16.81713 -5.21432 1.59960
C -23.86685 -8.33389 3.88634
O -21.89021 -8.30450 2.36675
C -18.46972 -6.83496 3.96611
C -21.56860 -1.99723 1.13199
C -20.89350 -11.28916 -0.06146
H -20.30579 -1.28138 11.36430
H -20.51309 -4.96140 0.76221
N -21.20126 -1.12639 8.06787
H -19.96493 -12.69576 1.28415
H -12.69470 -3.41059 6.41402
H -17.74792 -1.07264 -1.95207
C -16.56244 -5.33242 8.09950
H -18.28682 -1.67689 8.22750
H -21.23924 -3.81507 7.02527
H -19.82092 -5.94475 -0.46739
H -21.97029 -6.13900 -2.14630
C -20.33125 -3.41803 7.47915
C -20.75986 -1.71287 5.74517
H -16.38639 -5.61767 7.06232
H -19.89982 0.87732 -1.71939
H -18.50861 1.22418 -0.69374
O -20.77032 -11.16864 2.43851
O -13.75470 -8.59423 2.39416
H -13.22400 -7.23364 7.85500
H -18.78514 -8.86552 3.24107
H -21.71433 -12.70383 1.44424
C -17.78620 -5.04502 1.13020
H -18.98596 -8.35279 0.93919
H -14.44089 -5.13073 10.90149
H -16.08696 -7.25300 10.58947
H -23.44029 -3.32855 -0.47857
N -20.29882 -1.57693 -1.02934
H -20.86447 -6.54374 0.85907
C -20.01035 -5.91578 0.60563
H -20.61864 -4.90707 9.02251
H -23.35782 -6.89151 2.50830
H -16.50991 -6.66562 4.91279
C -13.15745 -4.54037 8.02299
H -20.67335 -1.24762 2.77285
C -17.24048 -8.08750 1.99333
H -12.75796 -6.89672 3.18102
H -18.76602 -1.69630 1.45181
C -22.81542 -7.55182 3.18498
C -17.85955 -1.22282 -0.87825
H -19.42189 -3.92321 7.15364
H -16.04049 -4.52987 10.73929
H -16.09422 -7.81782 8.95908
H -20.99207 -11.98483 -0.89479
C -22.06882 -7.16784 -1.80006
H -19.90424 -6.30527 5.46629
H -14.35158 -3.09757 6.85647
H -11.13371 -4.37192 7.30157
C -20.43748 -3.83446 8.95332
C -20.76175 -0.93591 1.73212
H -22.92054 -9.90679 3.78526
C -13.51838 -6.39437 1.22873
H -12.91248 -2.62647 8.83053
O -19.84701 -5.07010 3.30467
H -20.45561 -0.78695 5.25711
H -19.95722 0.08928 10.28429
H -21.48052 -3.10438 10.74062
H -16.75662 -4.27813 8.29668
O -20.81882 -7.82304 -1.84804
H -18.88406 -0.11589 1.75467
C -13.61456 -3.89282 6.74480
H -21.86755 -3.83222 -1.18094
H -20.31224 -7.67713 4.49438
H -12.53466 -3.86626 10.04450
H -16.40105 -7.41790 2.18070
H -19.05726 -7.76765 5.90336
H -22.48899 -2.03742 1.71453
H -22.53560 -3.13222 9.35590
C -19.37890 -0.85597 1.12576
H -20.24187 -2.40117 5.07732
H -19.17429 -1.46717 10.02867
H -16.82187 -5.25825 3.86823
O -23.25490 -7.43620 -3.89709
H -18.17020 -4.04595 1.33635
C -13.62469 -7.16151 2.57541
C -19.28545 -0.69660 -0.41752
H -21.12175 -2.98821 1.21188
```

Properties
Orbital gap: 0.29858 Eh
ΔE to the lowest compared entry with this formula, charge and spin: 569.7 kJ/mol
HOMO: -7.779 eV
Lowest unoccupied orbital energy: 0.35 eV
SMILES: CC1(C)CCCC(C)(C)N1O.CC1(C)CCCC(C)(C)N1O.CC1(C)CCCC(C)(C)N1O.CC1(C)CCCC(C)(C)N1O.OCCO.OCCO.OCCO.OCCO


Record 5
The following is a DFT calculation (ωB97M-V with the def2-TZVPD basis set) of a molecular structure, C26H31N5PdSe2Si.

XYZ file:
```
66
Properties=species:S:1:pos:R:3
H 0.01201 2.02463 -4.37149
C -0.02810 -2.30000 4.34284
N -2.27237 3.31613 -4.30019
H -1.15829 0.07089 4.86618
C 1.65365 1.21795 3.62988
C -0.92146 -1.50127 3.36688
H 0.52498 -3.09953 3.85087
C -1.55302 0.99881 -1.55586
H 1.89359 2.64544 1.33172
H 2.41338 -1.68250 2.66944
H 1.96203 2.25566 3.78010
C -4.78723 2.41009 -0.27308
H -3.95079 0.20684 2.13184
H -1.22928 -3.18958 2.02839
Pd -1.31002 -0.97542 0.48452
H 1.19673 -0.79345 -1.36347
H -0.68354 -2.76666 5.08550
C -3.57527 -5.65434 -0.66820
C -1.34061 1.69792 -2.74136
C -2.82154 -4.52734 -0.96740
C -0.43182 2.14679 2.59084
N -4.38240 3.74567 -2.84887
N -2.84452 0.55692 0.43101
H -4.56887 -5.77107 -1.08474
H 1.51541 -2.70596 1.53340
H 2.36920 -1.26711 0.96241
H -5.70590 1.85893 1.58879
C -2.74153 1.24469 -0.72776
H -0.94874 2.00440 3.53923
C 0.49412 -0.08276 -1.77952
Si 0.29488 -0.65016 2.20529
C -4.88150 1.70753 0.90699
H -2.49883 -1.93491 1.87993
N -3.14540 -6.63786 0.11653
H -1.58648 -7.36343 1.24517
H -0.03637 3.16517 2.58972
C -3.52131 2.88111 -2.38293
Se -3.73255 4.33463 -4.40091
C -0.15696 1.48396 -3.44919
H -2.49007 -3.01338 3.25637
H 0.91349 1.65819 0.26112
C -2.35955 2.64514 -3.18316
C -1.92050 -6.53585 0.63042
H -5.53622 3.13522 -0.56379
C -1.81950 -2.46762 2.58754
H 2.56105 0.62551 3.50319
C -3.89038 0.78576 1.22134
C 0.73107 1.16785 2.39179
H 0.67080 -1.66807 4.89424
N -0.64341 0.10005 -1.11188
Se -0.46768 -2.95063 -0.85527
C 0.77592 0.59910 -2.95183
H 2.41006 1.01097 0.96147
H -0.09754 -5.42728 0.85460
H -2.30027 0.20454 3.53192
C -1.08761 -5.44847 0.41932
C -3.69883 2.17759 -1.11653
H -2.50386 -1.05010 4.75437
H -3.20953 -3.76919 -1.63328
C 1.77596 -1.67771 1.77839
C -1.55303 -4.41777 -0.39720
H 1.14782 0.89909 4.54394
H 1.71353 0.42075 -3.45809
C 1.53323 1.62902 1.15831
H -1.16229 2.08735 1.78421
C -1.76467 -0.50171 4.16414
```

Properties
Orbital gap (alpha / beta): 0.21836 / 0.23904 Eh
Total charge: +2
HOMO (alpha / beta): -14.478 / -14.487 eV
Lowest unoccupied orbital energy (alpha / beta): -8.54 / -7.98 eV


Record 6
The following is a DFT calculation (ωB97M-V with the def2-TZVPD basis set) of a molecular structure, C15H27CrN4O.

XYZ file:
```
48
Properties=species:S:1:pos:R:3
N -1.34995 1.52016 0.01577
H -0.38310 3.89487 -2.09899
C -0.61648 3.39391 -1.16855
N -1.70208 -2.36878 -0.03663
H 2.01364 1.76188 -0.88317
H -2.48875 -0.45252 2.55433
H 0.29233 -0.99305 -1.79981
C -0.69867 -1.46503 2.19101
N -1.61593 -0.23748 -2.04663
H 2.20044 -1.91790 -1.32074
H 2.29336 -0.48743 2.13733
H -1.79132 -3.33117 1.83076
H -2.59940 -2.83127 -0.06816
H 3.61631 0.34783 1.31972
C 2.52983 0.24048 1.35470
H 2.10019 -2.32583 0.40689
C 1.95317 -0.20463 0.00455
H 0.25446 -1.09801 1.82859
C -1.00972 -2.64386 -1.35534
C -0.43240 4.03233 0.05383
H -0.17006 -3.27529 1.15818
C -1.10127 1.14474 -2.36732
H -0.61885 -1.78070 3.23195
O 0.55710 -0.20320 0.04957
H -0.05327 0.94506 2.70521
C -1.05833 2.05015 1.20220
C -0.61400 3.35603 1.25658
H -1.69131 1.58044 -3.17165
H -2.44979 -0.41593 -2.59161
C -1.08827 1.06936 2.38621
C -1.08055 -2.69573 1.30475
H -0.51419 -1.66700 -3.24462
H -0.08984 5.05934 0.06917
H -1.64539 1.49049 3.22129
H 3.52839 0.86050 -1.09322
H 2.11368 0.43606 -2.06406
C -1.06163 2.08734 -1.15299
C 2.49701 -1.60419 -0.31455
H 3.58801 -1.64248 -0.26437
H -0.07458 1.05591 -2.72317
Cr -1.67422 -0.34241 -0.00705
H 2.10034 1.20828 1.63372
H -0.08118 -3.18517 -1.17756
H -1.66761 -3.29606 -1.92718
H -0.38070 3.82874 2.20155
C -0.63849 -1.37851 -2.19996
N -1.63628 -0.29179 2.03272
C 2.43937 0.77154 -1.07324
```

Properties
⟨S²⟩: 6.014
2S+1: 5
Orbital gap (alpha / beta): 0.29954 / 0.28933 Eh
Total charge: +1
ΔE to the lowest compared entry with this formula, charge and spin: 169.4 kJ/mol
HOMO (alpha / beta): -10.633 / -10.748 eV
Lowest unoccupied orbital energy (alpha / beta): -2.48 / -2.88 eV